1.
{"formula": "C5H3NO3", "method": "ωB97M-V with the def2-TZVPD basis set", "elements": ["C", "C", "C", "C", "C", "H", "H", "H", "N", "O", "O", "O"], "xyz": [[0.32561, 2.13992, -0.47899], [0.61494, 0.83050, -0.06230], [0.61379, -1.24203, 0.37082], [-1.32998, -1.25607, 0.02640], [-0.20935, -0.18525, 0.24568], [-0.68865, 2.18086, -0.55082], [-1.91488, -1.41729, 1.03012], [-1.88838, -1.44144, -0.78793], [1.90738, -0.94329, 0.37354], [0.99910, 3.13875, -0.62951], [1.87301, 0.43251, 0.27642], [-0.30260, -2.23716, 0.18658]], "forces_ev_per_a": [[1.8, 2.6, 0.2], [1.6, -0.7, 1.9], [2.5, -1.0, 0.3], [0.8, 0.9, 6.2], [-3.0, 1.0, -2.1], [-3.6, 0.6, -0.7], [0.3, 0.9, -2.1], [-1.8, 0.0, -3.0], [-0.9, -1.4, 0.7], [0.3, -1.0, 0.0], [-0.1, 0.1, -1.3], [2.0, -1.9, -0.1]], "multiplicity": 1, "e_homo_ev": -10.2, "homo_lumo_gap_ev": 9.30}

***

2.
{"formula": "C5H3NO4", "method": "ωB97M-V with the def2-TZVPD basis set", "elements": ["C", "C", "C", "C", "C", "N", "O", "O", "O", "O", "H", "H", "H"], "xyz": [[-0.59811, 1.34550, -0.71818], [-1.43457, 0.47877, -1.19293], [-0.89464, 1.87910, 0.68525], [-1.77762, 4.77552, -0.99542], [0.62700, 1.89371, -1.34712], [-1.81586, 3.70780, -0.46138], [-2.28414, -0.23590, -1.54705], [-0.71869, 1.38049, 1.74630], [-2.00882, 5.55805, -1.85019], [-1.47958, 3.11622, 0.70089], [1.16962, 2.52393, -0.56795], [0.36691, 2.44649, -2.22755], [1.29673, 0.94499, -1.51048]], "forces_ev_per_a": [[-0.2, 0.8, 2.1], [-1.6, -0.8, -0.2], [-0.5, -1.0, -1.3], [-0.9, 1.1, -2.2], [2.2, -1.7, 1.1], [0.2, -2.1, 0.2], [0.8, 0.3, 0.0], [0.2, -0.1, -0.2], [0.7, 0.0, 1.4], [0.0, 1.7, 1.2], [-0.6, -0.6, -1.3], [0.5, 0.3, -0.6], [-0.8, 2.2, -0.3]], "multiplicity": 1, "e_homo_ev": -9.6, "homo_lumo_gap_ev": 9.47}

***

3.
{"formula": "C5H3O3", "method": "ωB97M-V with the def2-TZVPD basis set", "elements": ["C", "C", "C", "C", "C", "O", "O", "O", "H", "H", "H"], "xyz": [[-0.98609, 0.82711, -0.82600], [1.79161, -0.02800, 1.06248], [-0.83152, 1.13850, 0.36338], [-1.13555, -0.07825, -1.83444], [0.80649, -0.89701, 1.11977], [2.61971, 0.79233, 1.03744], [-0.60856, 1.58453, 1.45381], [-1.19332, -1.32574, -1.80988], [-1.34902, 0.43962, -2.92769], [-0.06752, -0.60963, 1.70337], [0.95376, -1.84346, 0.65775]], "forces_ev_per_a": [[-0.2, 0.2, 0.0], [-0.5, 0.2, 0.4], [0.2, 0.9, 0.3], [-1.3, -0.8, -3.0], [0.9, 0.4, 0.7], [0.0, -0.4, -0.2], [-0.2, 0.1, 0.5], [0.3, 1.1, 0.1], [0.6, -1.0, 1.9], [0.3, -0.3, -0.4], [-0.2, -0.5, -0.3]], "total_charge": -1, "multiplicity": 1, "e_homo_ev": -3.7, "homo_lumo_gap_ev": 7.50}

***

4.
{"formula": "C5H4", "method": "ωB97M-V with the def2-TZVPD basis set", "elements": ["C", "C", "C", "C", "C", "H", "H", "H", "H"], "xyz": [[0.62965, 0.85901, -1.36072], [0.20527, 0.20868, -0.13857], [-0.27760, -0.42307, 0.81323], [-0.99519, -1.33159, 1.59223], [-1.65827, -2.13023, 2.31133], [1.71403, 0.87800, -1.50119], [0.21212, 1.86301, -1.47869], [0.20844, 0.23123, -2.16089], [-0.03846, -0.15503, 1.92327]], "forces_ev_per_a": [[0.0, 0.1, 0.0], [-0.3, -0.3, 0.3], [0.0, 0.1, -0.7], [-0.4, -0.5, 0.3], [0.5, 0.6, -0.2], [-0.1, 0.0, 0.1], [0.1, -0.1, 0.1], [0.1, 0.1, 0.1], [0.1, 0.1, 0.1]], "multiplicity": 1, "e_homo_ev": [-9.0, -9.0], "homo_lumo_gap_ev": [7.58, 7.53]}

***

5.
{"formula": "C5H40N2O13", "method": "ωB97M-V with the def2-TZVPD basis set", "elements": ["C", "C", "C", "C", "C", "N", "N", "H", "H", "H", "H", "H", "H", "H", "H", "H", "H", "H", "H", "H", "H", "H", "H", "O", "H", "H", "O", "H", "H", "O", "H", "H", "O", "H", "H", "O", "H", "H", "O", "H", "H", "O", "H", "H", "O", "H", "H", "O", "H", "H", "O", "H", "H", "O", "H", "H", "O", "H", "H", "O"], "xyz": [[-2.02468, -0.89676, 1.29877], [-1.01938, 0.15884, 1.81903], [0.35392, -0.51421, 1.59368], [0.65470, -1.72481, 2.49855], [1.70166, -3.97232, 2.45710], [1.48903, -2.67508, 1.79298], [-1.06662, 1.40190, 1.00003], [-2.63170, -0.34607, 0.56732], [-2.80597, -1.09533, 2.04959], [-1.66309, -1.89388, 1.05980], [-1.36585, 0.40824, 2.80447], [0.28129, -0.80858, 0.54101], [1.23515, 0.14506, 1.53334], [1.00470, -1.30204, 3.44206], [-0.36983, -2.13989, 2.61322], [2.72297, -4.32038, 2.34111], [1.22971, -4.06530, 3.43997], [1.08075, -4.67486, 1.89771], [1.07364, -2.84571, 0.89076], [-0.74102, 2.14137, 1.61435], [-0.43380, 1.23088, 0.22707], [1.15970, 3.86493, -1.83805], [1.23746, 4.65447, -0.60247], [0.58222, 4.18855, -1.12566], [2.22518, -0.39694, -3.43694], [0.86884, -1.04037, -2.85944], [1.75085, -0.70355, -2.65281], [0.92751, 1.84587, -3.00431], [2.41621, 2.07886, -2.64632], [1.67787, 2.42799, -3.15688], [-3.26440, -3.19822, 0.18202], [-3.32893, -3.49164, 1.73109], [-3.45770, -3.86838, 0.86248], [1.80477, 0.54257, -1.53652], [1.47240, 0.63495, -0.06316], [2.04329, 1.04637, -0.72515], [3.00360, 2.46112, 3.54486], [2.98298, 1.04274, 2.79252], [2.69261, 1.96311, 2.78014], [-2.70752, 1.23901, -1.53287], [-1.50825, 1.94275, -1.77538], [-1.79609, 1.01632, -1.82330], [3.80672, -1.63981, 3.08299], [3.20114, -0.86883, 2.00454], [3.67515, -0.71739, 2.85169], [1.41199, 2.78058, 1.68802], [0.38562, 3.94787, 2.37696], [0.79725, 3.53111, 1.60748], [-4.51041, 1.10252, 0.63608], [-3.02927, 1.32404, 0.45571], [-3.81810, 0.97917, -0.02118], [1.48750, 1.10391, -4.77195], [0.38136, 0.19287, -4.60865], [1.20407, 0.25286, -5.12590], [-1.65002, -1.15981, -2.49932], [-1.75407, -1.40122, -4.02266], [-1.15293, -1.15009, -3.31901], [-4.62796, -2.16299, -0.99648], [-4.10174, -0.80588, -0.61855], [-3.80239, -1.71878, -0.74574]], "forces_ev_per_a": [[-1.6, 1.2, 0.8], [0.4, -0.9, -1.4], [0.7, 0.2, 0.2], [-2.0, 0.7, -1.3], [-1.4, -0.3, -1.1], [1.0, 0.4, 0.9], [-1.1, -1.1, 1.2], [1.1, -1.5, -0.1], [0.2, 0.0, 0.2], [0.3, 0.4, -0.6], [0.7, 0.2, 0.8], [-0.1, -0.6, 0.0], [-0.4, 0.3, 0.9], [0.4, -0.7, 0.0], [0.5, -0.2, 0.8], [0.2, 0.1, 0.6], [0.8, 0.5, 0.2], [0.2, -0.5, -0.1], [0.0, 0.1, -0.1], [0.4, 0.2, -0.8], [-0.1, 0.8, -0.1], [-0.5, -0.2, -0.1], [-0.3, 0.1, 0.7], [0.5, 0.1, -0.8], [-0.7, -0.5, -0.3], [0.1, 0.1, -0.7], [0.4, -0.1, 0.9], [0.0, 0.0, 0.5], [-0.2, 0.0, 0.3], [0.1, 0.3, -0.8], [-0.1, 0.1, 0.8], [0.1, 0.4, 0.0], [0.0, -0.7, -0.5], [0.3, -0.3, 0.5], [0.4, 0.3, -0.2], [-0.3, 0.0, 0.1], [0.1, -0.6, -0.1], [0.4, 0.2, 0.7], [-0.4, 0.3, -0.4], [0.3, -1.0, -0.2], [0.9, -0.2, -0.2], [-1.0, 1.5, 0.1], [0.2, -0.1, 0.5], [0.3, 0.2, 0.4], [-0.5, -0.3, -1.1], [-0.2, 0.6, 1.3], [1.0, -0.9, 0.2], [-0.7, 0.9, -1.0], [-0.4, 0.1, -0.2], [0.6, 0.1, -0.3], [-0.7, 0.8, 0.4], [0.6, 0.5, -0.4], [-0.1, -0.6, -0.5], [-0.6, 0.4, 0.4], [-0.3, 0.3, 0.1], [-0.1, -0.1, 0.0], [0.7, -0.3, -0.4], [0.3, -0.1, 0.0], [0.5, 0.2, 0.2], [-1.1, -0.2, -0.9]], "multiplicity": 1, "e_homo_ev": -9.2, "homo_lumo_gap_ev": 9.37}

***

6.
{"formula": "C5H44N2O14", "method": "ωB97M-V with the def2-TZVPD basis set", "elements": ["C", "C", "C", "C", "C", "N", "N", "H", "H", "H", "H", "H", "H", "H", "H", "H", "H", "H", "H", "H", "H", "H", "H", "H", "H", "O", "H", "H", "O", "H", "H", "O", "H", "H", "O", "H", "H", "O", "H", "H", "O", "H", "H", "O", "H", "H", "O", "H", "H", "O", "H", "H", "O", "H", "H", "O", "H", "H", "O", "H", "H", "O", "H", "H", "O"], "xyz": [[-1.77247, -0.89441, 0.21875], [-1.11351, 0.41382, -0.05105], [0.41418, 0.47643, 0.33230], [1.30720, -0.19408, -0.70025], [1.77341, 0.83632, -1.64144], [2.73911, 1.88035, -1.11978], [-3.35892, -0.76339, 0.17957], [-1.36657, -1.60856, -0.54192], [-1.56190, -1.57654, 1.05467], [-1.27377, 0.70599, -1.09748], [-1.46642, 1.14300, 0.73117], [0.64033, 1.50510, 0.59643], [0.40418, -0.19791, 1.25532], [0.77601, -1.06565, -1.37867], [2.00500, -0.69660, -0.07234], [2.28634, 0.24725, -2.68532], [1.00304, 1.33105, -2.11208], [2.94349, 2.67333, -1.70058], [3.62427, 1.55786, -0.64181], [2.29296, 2.31029, -0.27598], [-3.97503, -1.57913, -0.29097], [-3.62162, 0.15611, -0.30158], [-3.65402, -0.66097, 1.24304], [-1.82479, -5.35711, 0.84198], [-1.19131, -3.81305, 1.03137], [-1.64145, -4.52177, 0.43551], [-1.20681, 1.94210, -2.77699], [-2.16430, 3.12457, -2.37795], [-1.68626, 2.43201, -1.98333], [0.43345, -2.15763, -2.89527], [0.78322, -2.07592, -4.54632], [0.92912, -1.68321, -3.67181], [-0.48233, -2.15432, 5.85506], [-1.95530, -1.54957, 5.64968], [-1.08509, -1.76233, 5.23458], [-0.52034, 2.98360, -0.86508], [-0.61805, 4.39108, -0.10232], [-0.08032, 3.62363, -0.23693], [5.67387, -0.28887, -2.05417], [5.06412, -0.45602, -0.57760], [4.85177, -0.34528, -1.48977], [3.29544, 3.48442, 2.19056], [2.26217, 2.21595, 2.37650], [2.62891, 2.86095, 1.74377], [0.25937, 1.74116, 3.13482], [1.36348, 1.01186, 4.15252], [1.12579, 1.09149, 3.18594], [-1.40139, -3.97490, -1.36387], [-2.01469, -3.58396, -2.58466], [-1.29535, -3.23697, -1.98072], [-0.10585, -0.35334, -3.65557], [-0.63149, 0.67504, -4.79384], [-0.45488, 0.47576, -3.82390], [-0.65434, 3.11440, 1.34275], [-0.91907, 3.53194, 2.73965], [-0.77725, 2.76214, 2.18867], [-1.15276, -2.69771, 3.60053], [-0.22624, -1.85959, 2.79412], [-0.80515, -2.71676, 2.66283], [-3.11546, 1.54787, 2.38705], [-4.61582, 1.47313, 2.56971], [-3.86900, 0.98862, 2.20075], [3.68827, -2.21042, -2.67709], [2.15373, -2.22415, -2.66743], [2.93712, -2.44849, -2.19375]], "forces_ev_per_a": [[-0.2, -2.8, -1.5], [0.6, 1.7, 2.0], [-2.6, -3.1, 0.7], [-1.7, -1.1, -0.2], [4.6, -2.6, -4.5], [-0.2, -0.5, 3.1], [-1.0, -0.6, 0.3], [-1.4, 0.6, -0.2], [-0.1, 1.4, 0.7], [-0.2, -0.1, 0.8], [-0.5, -0.3, -1.4], [0.4, -0.2, 0.0], [0.6, 1.4, -0.8], [1.1, 2.4, 2.1], [1.4, -0.5, -0.5], [-1.0, 1.9, 3.4], [-1.8, 1.4, -0.6], [0.1, 0.1, -0.9], [-0.8, -0.3, -1.4], [0.0, 0.1, -0.3], [2.2, 2.1, 1.3], [0.4, -1.6, 0.9], [0.4, 0.1, -2.7], [0.2, -0.3, 0.9], [-1.1, -2.5, -0.7], [0.9, 2.8, -0.1], [-1.3, 0.9, 1.9], [-1.0, 1.6, -0.9], [2.1, -2.5, -1.8], [0.5, 0.3, -2.7], [-0.2, -0.5, 0.6], [-1.3, -0.7, 1.8], [0.0, -0.2, 0.8], [1.3, -0.5, -0.1], [-1.4, 0.7, -0.6], [-0.3, 1.3, 0.4], [-0.6, 0.7, -0.5], [0.8, -1.4, -0.1], [-1.1, -0.1, 1.4], [0.9, -0.4, 0.8], [0.5, 0.7, -2.1], [-1.7, -1.7, -0.8], [0.1, 0.1, 0.4], [1.6, 1.5, 0.1], [2.9, -2.1, -0.1], [-0.5, 0.1, -1.5], [-2.2, 1.7, 1.7], [0.8, -0.1, 1.2], [1.2, 1.2, 0.2], [-1.7, -0.9, -1.6], [1.4, -2.9, -0.3], [0.6, -1.0, 1.9], [-2.4, 4.9, -1.8], [0.9, 0.8, -2.8], [-0.1, 0.3, 0.4], [-1.1, -1.0, 3.1], [0.1, -0.4, -1.0], [-1.3, -2.5, -0.7], [1.3, 2.9, 1.6], [0.5, 0.2, 0.1], [-0.1, -0.1, 0.0], [-0.3, 0.0, 0.1], [1.5, 0.6, -1.2], [0.1, 0.2, -1.0], [-0.7, -1.2, 2.5]], "total_charge": 2, "multiplicity": 1, "e_homo_ev": -15.1, "homo_lumo_gap_ev": 10.36}

***

Calculated values (eV) of energy relative to the best compared isomer or geometry (same formula, charge and spin) for the records, taken in order: 4.664 1.240 2.690 4.693 4.005 3.219.